# 1
Entry from the OMol25 dataset: 2 unconnected molecules or ions with the total composition C29H53ClFNO8P2S2 in a non-equilibrium geometry (ωB97M-V/def2-TZVPD).

Properties
Molar mass (g/mol): 724.3
SMILES: C#CC[C@@]1(F)[C@@H](N=C=S)[C@H](P(O)Cl)[C@H](CCCCCCCCCCCCCCCCCC)OS1(=O)=O.COP(=O)(OC)OC
Highest occupied orbital energy (eV): -9.46

Cartesian coordinates (Å):
C1 7.07169 -1.68365 3.81166
C2 6.62733 -0.99129 2.92746
C3 6.07306 -0.09453 1.90172
C4 7.07823 0.19191 0.74839
F1 8.32226 0.07992 1.29273
C5 7.00881 -0.83002 -0.44268
N1 6.36471 -2.08527 0.08048
C6 6.66513 -3.05197 -0.57340
S1 6.61560 -4.20971 -1.63340
C7 6.27079 -0.31414 -1.70504
P1 7.36890 0.18978 -3.15260
O1 7.36998 -1.20596 -4.06212
Cl1 9.32790 0.34966 -2.50039
C8 5.22456 0.79931 -1.38240
C9 4.39900 1.08644 -2.66498
C10 2.86683 1.00893 -2.40584
C11 2.25621 2.37361 -2.05040
C12 0.79026 2.18872 -1.57921
C13 -0.07973 3.45376 -1.75088
C14 -1.18724 3.56376 -0.66220
C15 -2.59504 3.75932 -1.25912
C16 -3.66316 4.04161 -0.17794
C17 -3.96883 2.77167 0.66930
C18 -5.51584 2.56186 0.87454
C19 -5.89017 1.21215 0.21486
C20 -7.40021 0.85050 0.37859
C21 -7.90050 0.03328 -0.83995
C22 -7.83931 -1.49229 -0.63154
C23 -6.39455 -2.05038 -0.58548
C24 -6.47030 -3.60268 -0.52335
C25 -5.50720 -4.33596 -1.48126
C26 -4.04715 -3.78742 -1.48230
O2 5.82982 2.04785 -1.00646
S2 6.94637 1.93204 0.15156
O3 8.19128 2.35979 -0.38569
O4 6.56062 2.79923 1.21660
H1 7.28744 -2.12303 4.75990
H2 5.09278 -0.42233 1.54350
H3 5.90171 0.85822 2.42624
H4 8.05393 -1.10214 -0.63589
H5 5.66306 -1.15515 -2.07440
H6 8.06683 -1.78699 -3.71520
H7 4.53006 0.38797 -0.63418
H8 4.63020 2.09150 -3.03862
H9 4.62687 0.38128 -3.47347
H10 2.63206 0.22446 -1.67189
H11 2.39707 0.70216 -3.35315
H12 2.83774 2.90589 -1.28268
H13 2.21125 3.02795 -2.93539
H14 0.31224 1.36899 -2.13744
H15 0.83332 1.91498 -0.51442
H16 0.57926 4.32481 -1.60835
H17 -0.50802 3.53742 -2.75728
H18 -0.98263 4.41413 0.00558
H19 -1.20878 2.67437 -0.01329
H20 -2.88783 2.86678 -1.83168
H21 -2.55532 4.62257 -1.94229
H22 -3.26225 4.81512 0.49364
H23 -4.58017 4.43660 -0.63249
H24 -3.52150 1.88428 0.20028
H25 -3.55004 2.85887 1.68082
H26 -6.07751 3.38677 0.41661
H27 -5.73819 2.55738 1.95121
H28 -5.26618 0.41868 0.64404
H29 -5.62677 1.31924 -0.84881
H30 -7.93173 1.80419 0.49842
H31 -7.49761 0.27477 1.31008
H32 -7.30679 0.27112 -1.73281
H33 -8.94600 0.31435 -1.03640
H34 -8.35396 -1.82586 0.28242
H35 -8.34615 -1.96138 -1.48935
H36 -5.87789 -1.71283 0.32304
H37 -5.84281 -1.68143 -1.46148
H38 -6.28094 -3.93963 0.50514
H39 -7.49126 -3.92786 -0.77200
H40 -5.86881 -4.33986 -2.51878
H41 -5.46381 -5.38765 -1.16268
H42 -3.71975 -3.61020 -2.51334
H43 -3.38042 -4.53913 -1.04313
H44 -3.91441 -2.86224 -0.91137
C27 2.06976 -2.34879 1.28682
O5 1.76063 -1.43614 2.34567
P2 0.40310 -1.68169 3.12786
O6 -0.75533 -1.97304 2.28213
O7 0.27340 -0.38837 4.03202
C28 0.13269 0.86552 3.35483
O8 0.78970 -2.81156 4.16337
C29 -0.27095 -3.43777 4.89737
H45 1.54975 -2.04109 0.37931
H46 3.14345 -2.32252 1.10671
H47 1.77895 -3.36662 1.54688
H48 -0.61606 0.79663 2.56388
H49 1.09040 1.16831 2.93054
H50 -0.18566 1.60919 4.08062
H51 -0.51635 -4.38945 4.42851
H52 -1.16213 -2.81172 4.93316
H53 0.07621 -3.61788 5.91237

***

# 2
Entry from the OMol25 dataset: a molecular structure, C2F5NO4RuS2 in a non-equilibrium geometry (ωB97M-V/def2-TZVPD).

Properties
Molar mass (g/mol): 362.2
2S+1: 6
<S²>: 8.761
Highest occupied orbital energy (spin up / spin down) (eV): -14.75 / -16.05
Net charge: +1

Cartesian coordinates (Å):
Ru1 2.07465 -1.58341 0.35813
F1 3.22563 -1.78531 -1.16448
N1 -0.45196 1.32518 0.74510
S1 1.14832 0.97157 0.90018
O1 1.88716 2.15586 1.29791
O2 1.34640 -0.24316 1.76279
C1 1.52374 0.19292 -0.76608
F2 2.03707 1.16358 -1.54918
S2 -1.11466 0.57811 -0.45134
O3 0.07807 -0.33035 -1.07526
O4 -1.88328 1.34706 -1.40081
C2 -2.26930 -0.73760 0.22091
F3 -1.60008 -1.55980 0.99002
F4 -3.19233 -0.11653 0.92038
F5 -2.80944 -1.37813 -0.78828

***

# 3
Entry from the OMol25 dataset: 3 unconnected molecules or ions with the total composition C4H12NO in a non-equilibrium geometry (ωB97M-V/def2-TZVPD).

Properties
Molar mass (g/mol): 90.1
Relative energy (zero: lowest compared OMol25 entry of this formula, charge and spin) (kcal/mol): 181.59
Highest occupied orbital energy (eV): -13.82
Net charge: +1

Cartesian coordinates (Å):
C1 -1.11731 1.57446 -0.76452
C2 -0.51472 0.37450 -0.19105
C3 -0.11914 -0.77382 -0.90455
C4 0.04854 -0.88573 -2.34778
O1 0.47362 -1.61651 1.55319
N1 0.99516 0.62083 2.65013
H1 -1.28907 2.32016 0.00228
H2 -2.11793 1.33341 -1.14038
H3 -0.51911 2.04792 -1.54724
H4 -0.37759 0.30453 0.87697
H5 0.29917 -1.57304 -0.31107
H6 -0.49221 -1.73017 -2.79664
H7 1.10399 -1.05880 -2.56709
H8 -0.33464 -0.03365 -2.90813
H9 0.64134 -2.40169 2.10719
H10 0.69548 0.94428 3.55944
H11 1.95320 0.85418 2.42826
H12 0.67122 -0.30087 2.30100

***

# 4
Entry from the OMol25 dataset: 7 unconnected molecules or ions with the total composition C47H47N8O14 in a non-equilibrium geometry (ωB97M-V/def2-TZVPD).

Properties
Molar mass (g/mol): 947.9
Highest occupied orbital energy (eV): -11.48
Net charge: +1

Cartesian coordinates (Å):
C1 1.63324 2.69832 -1.63151
C2 1.74495 2.85597 -3.19022
O1 1.84731 1.82814 -3.86487
O2 1.74352 4.19590 -3.65042
C3 0.52758 4.52616 -4.35763
C4 -0.71259 4.69274 -3.39235
C5 -2.00853 4.59362 -4.27703
C6 -3.33731 4.67430 -3.45990
C7 -3.60524 3.42076 -2.53548
C8 -3.13879 2.07133 -3.17192
C9 -4.06789 1.10155 -3.75614
C10 -3.61951 -0.13889 -4.34012
C11 -2.16235 -0.33743 -4.24269
N1 -1.46642 0.64304 -3.64168
N2 -1.82850 1.78781 -3.13828
H1 2.29241 1.89344 -1.23972
H2 0.55896 2.51211 -1.38487
H3 1.88096 3.69529 -1.18054
H4 0.69783 5.53204 -4.82426
H5 0.30606 3.82831 -5.20711
H6 -0.67357 3.90308 -2.60728
H7 -0.67639 5.69766 -2.89522
H8 -1.98588 3.68611 -4.93004
H9 -1.96964 5.47449 -4.97686
H10 -3.31554 5.58815 -2.81348
H11 -4.18575 4.75987 -4.18696
H12 -4.71814 3.32513 -2.41716
H13 -3.21655 3.53315 -1.49082
H14 -5.14882 1.35999 -3.75969
H15 -4.27580 -0.90237 -4.79790
H16 -1.65276 -1.24360 -4.63949
H17 -0.45621 0.45108 -3.56705
C12 4.36628 3.99126 -6.20846
C13 5.01364 4.99145 -6.92160
C14 4.59316 5.30942 -8.20594
C15 3.52302 4.62044 -8.75948
C16 2.87509 3.61551 -8.05487
C17 3.30045 3.30346 -6.77158
N3 3.05968 4.96856 -10.10791
O3 3.66079 5.84102 -10.70500
O4 2.09671 4.36568 -10.54864
H18 4.69257 3.74334 -5.20463
H19 5.84501 5.52425 -6.47683
H20 5.10255 6.08934 -8.75655
H21 2.04315 3.07528 -8.48763
H22 2.80132 2.52303 -6.20970
C18 -4.90483 -3.19608 1.10494
C19 -4.71218 -2.15288 2.00137
C20 -4.88147 -0.84100 1.58656
C21 -5.24778 -0.58427 0.27375
C22 -5.43602 -1.61970 -0.63314
C23 -5.26257 -2.93001 -0.21218
N4 -5.45006 0.80043 -0.15826
O5 -5.26062 1.68261 0.65340
O6 -5.80014 0.99425 -1.31634
H23 -4.77663 -4.22083 1.43326
H24 -4.43164 -2.36429 3.02554
H25 -4.72822 -0.03703 2.29457
H26 -5.71774 -1.42252 -1.65927
H27 -5.40934 -3.74599 -0.90896
C24 -1.47959 -2.44116 8.30760
C25 -1.72784 -1.15972 7.82945
C26 -1.72836 -0.91622 6.46436
C27 -1.48312 -1.96556 5.58772
C28 -1.22699 -3.24742 6.05645
C29 -1.22549 -3.48237 7.42323
N5 -1.50678 -1.71823 4.14542
O7 -1.71625 -0.57230 3.76627
O8 -1.31967 -2.66628 3.40222
H28 -1.48496 -2.62957 9.37487
H29 -1.92391 -0.35099 8.52261
H30 -1.92265 0.08464 6.10149
H31 -1.03091 -4.06516 5.37460
H32 -1.03180 -4.47327 7.80128
C30 4.14665 -0.67133 -2.13627
C31 2.85884 -0.66295 -2.66103
C32 1.98847 -1.70409 -2.37331
C33 2.41213 -2.74328 -1.55891
C34 3.69668 -2.76500 -1.03659
C35 4.56652 -1.72228 -1.32911
N6 1.47944 -3.82956 -1.23706
O9 0.36379 -3.78338 -1.73159
O10 1.86797 -4.70919 -0.49521
H33 4.82526 0.14518 -2.35677
H34 2.52854 0.15783 -3.29320
H35 0.98745 -1.69126 -2.78529
H36 4.03106 -3.57743 -0.40484
H37 5.57114 -1.72709 -0.92463
C36 1.39466 -8.95671 4.45091
C37 2.11933 -7.77201 4.49844
C38 1.85893 -6.83800 5.49029
C39 0.87348 -7.10409 6.43096
C40 0.13912 -8.28097 6.38773
C41 0.40330 -9.20915 5.39126
N7 0.61232 -6.13063 7.49533
O11 1.26110 -5.09915 7.49400
O12 -0.23805 -6.40945 8.32480
H38 1.60424 -9.68713 3.67803
H39 2.89018 -7.57845 3.76287
H40 2.42832 -5.91823 5.51970
H41 -0.63258 -8.48742 7.11781
H42 -0.16108 -10.13237 5.34907
C42 2.05865 0.78847 3.61192
C43 0.89698 1.17051 4.27228
C44 0.90312 2.28602 5.09789
C45 2.07566 3.01212 5.25026
C46 3.24226 2.63460 4.60132
C47 3.23066 1.51646 3.77926
N8 2.07844 4.20685 6.10301
O13 1.04196 4.49824 6.67198
O14 3.11500 4.83891 6.18844
H43 2.05005 -0.08055 2.96308
H44 -0.01421 0.59955 4.14051
H45 -0.00576 2.57674 5.60843
H46 4.15842 3.19746 4.72354
H47 4.13502 1.21384 3.26543